Record 1
Formula: C13H7Cl5NO3RuS
Source: OMol25
Level of theory: ωB97M-V/def2-TZVPD

Properties
- HOMO energy (alpha / beta) (eV) = -11.66 / -11.66
- charge = +1
- gap between HOMO and LUMO (alpha / beta) (Ha) = 0.2497 / 0.2497
- spin multiplicity = 1
- relative energy (zero: lowest compared OMol25 entry of this formula, charge and spin) (kcal per mole) = 0.0

Atoms and positions in Å:
1 Ru -1.05 -0.55 -0.97
2 O 0.97 -0.44 -1.05
3 N 1.60 -0.42 0.14
4 C 2.95 -0.42 0.08
5 C 3.70 -0.34 1.22
6 C 3.04 -0.25 2.45
7 C 1.67 -0.25 2.48
8 C 0.93 -0.32 1.30
9 S -0.81 -0.27 1.32
10 H 3.34 -0.48 -0.93
11 H 4.77 -0.35 1.15
12 H 3.61 -0.19 3.36
13 H 1.13 -0.17 3.42
14 Cl -3.45 0.00 -1.27
15 C -2.63 1.57 -1.19
16 C -1.29 1.47 -0.85
17 C -0.60 2.66 -0.65
18 Cl 1.04 2.63 -0.14
19 C -1.24 3.88 -0.85
20 Cl -0.38 5.34 -0.62
21 C -2.58 3.93 -1.25
22 Cl -3.35 5.43 -1.51
23 C -3.31 2.75 -1.42
24 Cl -4.96 2.75 -1.87
25 C -0.21 -4.68 -0.08
26 O -0.14 -3.25 0.25
27 C -0.73 -2.45 -0.53
28 O -1.36 -2.59 -1.56
29 H 0.06 -5.19 0.84
30 H 0.51 -4.88 -0.87
31 H -1.22 -4.93 -0.39

These are the natural (NBO) partial charges, in e, on atoms 1 to 4: atom 1 (Ru): 0.597, atom 2 (O): -0.510, atom 3 (N): -0.008, atom 4 (C): 0.051

Record 2
Formula: C6H7N5O
Source: OMol25
Level of theory: ωB97M-V/def2-TZVPD

Properties
- HOMO energy (eV) = -8.26
- charge = 0
- gap between HOMO and LUMO (Ha) = 0.2476
- spin multiplicity = 1
- relative energy (zero: lowest compared OMol25 entry of this formula, charge and spin) (kcal per mole) = 262.1

Atoms and positions in Å:
1 C -3.54 -1.06 0.12
2 C -1.91 0.84 0.03
3 C 0.14 1.48 -0.14
4 C 3.58 0.09 0.12
5 C 1.30 -0.97 -0.24
6 C -0.62 0.19 0.09
7 H -3.29 -1.68 1.11
8 H -2.75 -1.50 -0.70
9 H -4.70 -1.24 -0.14
10 H 4.06 -0.35 -1.21
11 H 3.96 -1.03 1.16
12 H 4.14 1.66 0.39
13 H 1.85 -2.07 -0.42
14 N -1.88 2.15 0.01
15 N -0.65 2.65 -0.16
16 N 1.47 1.45 0.05
17 N 2.04 0.15 0.18
18 N -0.02 -1.02 -0.26
19 O -3.18 0.28 0.00

These are the natural (NBO) partial charges, in e, on atoms 1 to 4: atom 1 (C): -0.264, atom 2 (C): 0.381, atom 3 (C): 0.255, atom 4 (C): -0.492

Record 3
Formula: C29H46P2SeW
Source: OMol25
Level of theory: ωB97M-V/def2-TZVPD

Properties
- HOMO energy (alpha / beta) (eV) = -13.11 / -13.12
- charge = +2
- gap between HOMO and LUMO (alpha / beta) (Ha) = 0.2176 / 0.2104
- ⟨S²⟩ = 2.03
- spin multiplicity = 3
- relative energy (zero: lowest compared OMol25 entry of this formula, charge and spin) (kcal per mole) = 69.1

Atoms and positions in Å:
1 W -1.47 0.18 -0.57
2 C -1.56 2.37 -0.91
3 C -1.89 1.64 -2.13
4 C -3.43 1.07 -0.46
5 C -2.49 2.02 0.11
6 C -3.05 0.83 -1.84
7 C -0.61 3.52 -0.83
8 H 0.18 3.46 -1.59
9 H -0.14 3.57 0.16
10 H -1.14 4.48 -0.97
11 C -2.65 2.73 1.42
12 H -1.70 3.20 1.75
13 H -2.94 2.03 2.21
14 H -3.40 3.52 1.38
15 C -4.74 0.68 0.12
16 H -5.53 1.33 -0.30
17 H -4.73 0.77 1.22
18 H -4.98 -0.36 -0.13
19 C -3.80 0.01 -2.82
20 H -4.61 0.61 -3.26
21 H -4.23 -0.89 -2.37
22 H -3.14 -0.33 -3.63
23 C -1.30 1.88 -3.47
24 H -1.89 2.65 -4.00
25 H -1.32 0.97 -4.07
26 H -0.26 2.23 -3.40
27 C 2.61 0.79 2.27
28 C 2.69 1.95 1.61
29 C 2.58 2.17 0.11
30 C 2.22 1.03 -0.85
31 C 1.04 0.17 -0.64
32 C 0.95 -1.13 0.09
33 C 1.69 -1.43 1.41
34 C 2.92 -0.55 1.65
35 H 3.54 2.55 -0.27
36 H 3.13 0.43 -1.07
37 H 1.82 2.95 -0.04
38 H 3.48 -0.38 0.70
39 H 2.32 0.77 3.34
40 H 2.73 2.89 2.16
41 H 3.56 -1.14 2.32
42 H 0.98 -1.34 2.25
43 H -0.16 -1.13 0.40
44 H 1.97 -2.50 1.40
45 H 2.06 1.53 -1.82
46 H 0.40 0.16 -1.61
47 P 3.76 -1.70 -0.94
48 C 5.16 -2.39 0.00
49 C 4.65 -1.42 -2.51
50 P 0.87 -2.41 -1.26
51 C 2.59 -3.08 -1.08
52 C 0.98 -1.83 -2.96
53 C -0.13 -3.88 -1.07
54 H 4.85 -3.10 0.77
55 H 5.73 -1.58 0.47
56 H 5.81 -2.90 -0.71
57 H 5.46 -2.15 -2.57
58 H 5.09 -0.42 -2.46
59 H 4.00 -1.50 -3.38
60 H 0.54 -4.76 -1.12
61 H -0.87 -3.94 -1.88
62 H -0.64 -3.86 -0.09
63 H 2.62 -3.75 -0.20
64 H 2.83 -3.66 -1.97
65 H 0.01 -1.96 -3.45
66 H 1.75 -2.40 -3.51
67 H 1.26 -0.77 -3.03
68 Se -2.55 -1.31 0.98
69 C -2.63 -0.40 2.78
70 C -3.86 -0.11 3.38
71 C -3.90 0.53 4.63
72 C -2.71 0.86 5.28
73 C -1.48 0.47 4.73
74 C -1.45 -0.21 3.50
75 H -4.79 -0.44 2.90
76 H -4.85 0.75 5.11
77 H -2.73 1.36 6.26
78 H -0.54 0.65 5.27
79 H -0.51 -0.63 3.12

These are the Löwdin partial charges, in e, on atoms 1 to 4: atom 1 (W): 1.244, atom 2 (C): -0.294, atom 3 (C): -0.331, atom 4 (C): -0.398

Record 4
Formula: C4H7NO2
Source: OMol25
Level of theory: ωB97M-V/def2-TZVPD

Properties
- HOMO energy (eV) = -8.69
- charge = 0
- SMILES = C=C(O)NC(C)=O
- gap between HOMO and LUMO (Ha) = 0.3451
- spin multiplicity = 1
- relative energy (zero: lowest compared OMol25 entry of this formula, charge and spin) (kcal per mole) = 21.0

Atoms and positions in Å:
1 C -0.74 0.22 2.05
2 C -1.12 0.10 0.78
3 O -2.44 0.11 0.42
4 N -0.31 0.23 -0.37
5 C 0.99 -0.18 -0.42
6 C 1.61 -0.15 -1.80
7 O 1.61 -0.61 0.56
8 H 0.30 0.21 2.35
9 H -1.45 0.21 2.86
10 H -2.97 -0.11 1.21
11 H -0.80 0.38 -1.24
12 H 1.67 -1.16 -2.20
13 H 2.62 0.27 -1.72
14 H 1.04 0.48 -2.49

These are the natural (NBO) partial charges, in e, on atoms 1 to 4: atom 1 (C): -0.558, atom 2 (C): 0.467, atom 3 (O): -0.691, atom 4 (N): -0.634